Entry 1:
The following is a DFT calculation (the ωB97M-V functional and the def2-TZVPD basis) of a molecular structure, C45H34F4MoN10O7 in a non-equilibrium geometry.

Values from the calculation:
Energy ... -89160.700 eV
Charge ... +2
Frontier orbital gap ... 5.347 eV

Cartesian coordinates (Å):
Mo (0.93, -0.44, 0.62)
O (-1.45, 1.85, -3.60)
C (-0.89, 1.04, -2.71)
O (0.29, 1.00, -2.45)
C (-1.90, 0.16, -2.02)
C (-3.25, 0.22, -2.30)
C (-4.11, -0.61, -1.58)
C (-3.59, -1.43, -0.60)
C (-2.22, -1.40, -0.38)
N (-1.39, -0.65, -1.09)
C (-1.61, -2.19, 0.77)
O (-2.27, -2.99, 1.36)
O (-0.33, -1.91, 1.05)
H (-0.80, 2.47, -3.95)
H (-3.62, 0.90, -3.06)
H (-5.18, -0.60, -1.78)
H (-4.21, -2.09, 0.00)
O (3.21, -2.62, 3.11)
C (2.49, -1.78, 2.70)
O (2.30, -1.49, 1.40)
C (1.71, -0.82, 3.55)
C (1.95, -0.74, 4.91)
C (1.36, 0.29, 5.60)
C (0.49, 1.17, 4.93)
C (-0.10, 2.26, 5.61)
C (-0.95, 3.09, 4.96)
C (-1.32, 2.81, 3.63)
C (-0.79, 1.75, 2.95)
C (0.20, 0.94, 3.56)
N (0.89, -0.03, 2.86)
H (2.61, -1.46, 5.36)
H (1.57, 0.44, 6.65)
H (0.14, 2.41, 6.66)
H (-1.39, 3.94, 5.47)
H (-2.07, 3.43, 3.16)
H (-1.93, 0.42, 1.82)
C (2.10, 2.43, -0.05)
N (3.20, 3.32, -0.31)
C (3.99, 2.81, -1.44)
N (4.54, 1.48, -1.14)
C (3.46, 0.57, -0.90)
N (2.59, 1.02, 0.28)
C (3.54, 1.17, 1.48)
N (4.61, 2.07, 1.20)
C (4.07, 3.40, 0.87)
C (5.39, 1.58, 0.05)
H (1.46, 2.37, -0.92)
H (1.52, 2.79, 0.80)
H (4.81, 3.50, -1.64)
H (3.35, 2.75, -2.33)
H (3.86, -0.42, -0.66)
H (2.82, 0.51, -1.77)
H (3.95, 0.19, 1.71)
H (2.96, 1.55, 2.32)
H (4.89, 4.08, 0.66)
H (3.50, 3.77, 1.71)
H (5.81, 0.60, 0.28)
H (6.20, 2.27, -0.15)
F (-3.75, 0.89, 2.76)
C (-4.35, 1.54, 1.77)
C (-5.69, 1.48, 1.70)
F (-6.33, 0.75, 2.59)
C (-6.45, 2.22, 0.71)
C (-5.65, 3.03, -0.19)
C (-4.32, 3.09, -0.11)
F (-3.66, 3.82, -1.00)
C (-3.54, 2.32, 0.85)
C (-2.19, 2.31, 0.85)
C (-1.33, 1.30, 1.61)
N (-0.27, 0.81, 0.79)
C (-1.40, 3.11, -0.04)
N (-0.65, 3.66, -0.72)
F (-6.25, 3.70, -1.15)
C (-7.80, 2.16, 0.64)
C (-8.58, 2.94, -0.29)
N (-9.26, 3.54, -1.00)
C (-8.60, 1.30, 1.48)
N (-9.28, 0.60, 2.08)
C (3.05, -6.65, -4.59)
C (2.48, -5.49, -3.86)
C (2.97, -5.13, -2.59)
C (2.48, -4.05, -1.91)
C (3.01, -3.74, -0.54)
C (1.45, -3.25, -2.53)
C (1.00, -2.03, -2.05)
O (1.37, -1.38, -1.01)
C (0.87, -3.68, -3.78)
C (-0.30, -2.98, -4.41)
C (1.41, -4.77, -4.41)
H (3.83, -7.16, -4.02)
H (3.48, -6.32, -5.54)
H (2.27, -7.38, -4.84)
H (3.75, -5.73, -2.14)
H (3.69, -4.52, -0.21)
H (2.20, -3.66, 0.18)
H (3.55, -2.79, -0.53)
H (0.26, -1.53, -2.65)
H (0.01, -2.06, -4.93)
H (-1.07, -2.72, -3.69)
H (-0.75, -3.62, -5.16)
H (0.99, -5.09, -5.35)

Löwdin atomic charge list, values in e, 2 entries: Mo 2.030; O 0.156

=====

Entry 2:
The following is a DFT calculation (the ωB97M-V functional and the def2-TZVPD basis) of a molecular structure, C24H30As3NO18SV in a non-equilibrium geometry.

Values from the calculation:
Relative energy (zero: lowest compared OMol25 entry of this formula, charge and spin) ... 91.39 kcal per mole
Expectation value of S² ... 3.77
Energy ... -282760.306 eV
Charge ... -2
Frontier orbital gap (spin up / spin down) ... 6.334 / 7.099 eV
2S+1 ... 4

Cartesian coordinates (Å):
V (-1.82, 0.02, 0.72)
O (-5.37, -4.05, -2.21)
C (-4.67, -3.17, -1.44)
C (-4.06, -3.55, -0.27)
C (-3.35, -2.63, 0.48)
N (-3.13, -1.35, 0.06)
C (-3.84, -0.99, -1.03)
C (-4.62, -1.84, -1.78)
C (-3.74, 0.47, -1.33)
O (-4.42, 0.98, -2.22)
O (-2.89, 1.04, -0.58)
C (-3.09, -3.10, 1.90)
O (-3.07, -4.33, 2.08)
O (-3.08, -2.19, 2.76)
H (-5.25, -4.93, -1.83)
H (-4.16, -4.55, 0.14)
H (-5.15, -1.45, -2.64)
C (5.31, -0.36, 1.70)
O (4.10, -0.09, 1.01)
C (4.01, 1.14, 0.44)
O (4.91, 1.94, 0.55)
C (2.76, 1.28, -0.32)
C (2.70, 2.27, -1.23)
As (1.18, 2.37, -2.46)
C (1.19, 4.30, -2.87)
C (-0.05, 2.09, -0.99)
C (-0.24, 0.66, -0.72)
As (1.39, -0.15, 0.11)
C (2.00, -1.14, -1.55)
C (-0.78, -0.12, -1.81)
O (-0.97, -1.34, -1.79)
O (-1.10, 0.61, -2.91)
C (-1.81, -0.03, -3.97)
C (-0.33, 3.28, -0.19)
O (0.40, 4.26, -0.17)
O (-1.57, 3.33, 0.32)
C (-1.99, 4.57, 0.88)
C (3.86, 3.15, -1.58)
O (3.94, 4.32, -1.35)
O (4.83, 2.60, -2.39)
C (4.76, 1.25, -2.83)
H (6.17, -0.03, 1.12)
H (5.34, -1.43, 1.86)
H (5.33, 0.16, 2.66)
H (2.05, 4.52, -3.51)
H (1.24, 4.89, -1.97)
H (0.28, 4.54, -3.43)
H (1.91, -0.53, -2.45)
H (1.37, -2.02, -1.65)
H (3.04, -1.46, -1.41)
H (-1.35, 0.29, -4.90)
H (-2.85, 0.28, -3.94)
H (-1.73, -1.11, -3.86)
H (-3.05, 4.66, 0.65)
H (-1.42, 5.39, 0.43)
H (-1.84, 4.55, 1.96)
H (5.63, 1.11, -3.47)
H (3.85, 1.06, -3.39)
H (4.81, 0.54, -2.00)
C (1.51, -1.30, 3.28)
As (-0.29, -1.93, 2.81)
C (0.38, -3.63, 1.97)
C (-0.82, -2.82, 4.51)
O (-0.72, -1.25, 1.30)
H (1.68, -1.48, 4.35)
H (1.53, -0.23, 3.09)
H (2.28, -1.78, 2.67)
H (1.03, -4.16, 2.68)
H (0.96, -3.31, 1.10)
H (-0.43, -4.28, 1.66)
H (0.09, -3.28, 4.91)
H (-1.56, -3.58, 4.27)
H (-1.22, -2.06, 5.17)
O (-0.09, 1.22, 2.02)
S (-1.19, 1.04, 2.98)
O (-1.34, 2.16, 3.88)
O (-2.47, 0.83, 2.20)
O (-0.93, -0.19, 3.80)

Löwdin atomic charge list, values in e, 2 entries: V 0.880; O 0.063

=====

Entry 3:
The following is a DFT calculation (the ωB97M-V functional and the def2-TZVPD basis) of a molecular structure, C5H10O2 in a non-equilibrium geometry.

Values from the calculation:
Relative energy (zero: lowest compared OMol25 entry of this formula, charge and spin) ... 68.70 kcal per mole
Energy ... -9440.064 eV
Frontier orbital gap ... 11.031 eV

Cartesian coordinates (Å):
C (-2.12, -0.58, 0.49)
C (-1.14, 0.16, -0.40)
O (-1.21, 1.54, -0.07)
C (0.27, -0.39, -0.24)
C (1.42, 0.54, -0.55)
C (2.16, -0.28, 0.47)
O (0.86, -0.48, 1.11)
H (-3.12, -0.14, 0.39)
H (-2.16, -1.64, 0.22)
H (-1.79, -0.49, 1.53)
H (-1.40, 0.01, -1.46)
H (-0.42, 1.96, -0.42)
H (0.33, -1.41, -0.66)
H (1.76, 0.81, -1.57)
H (1.09, 1.27, 0.23)
H (2.92, 0.23, 1.06)
H (2.52, -1.27, 0.15)

Löwdin atomic charge list, values in e, 2 entries: C -0.037; C -0.402

=====

Which formula does entry 3 have?
C5H10O2

=====

Repeat the second record exactly.
The following is a DFT calculation (the ωB97M-V functional and the def2-TZVPD basis) of a molecular structure, C24H30As3NO18SV in a non-equilibrium geometry.

Values from the calculation:
Relative energy (zero: lowest compared OMol25 entry of this formula, charge and spin) ... 91.39 kcal per mole
Expectation value of S² ... 3.77
Energy ... -282760.306 eV
Charge ... -2
Frontier orbital gap (spin up / spin down) ... 6.334 / 7.099 eV
2S+1 ... 4

Cartesian coordinates (Å):
V (-1.82, 0.02, 0.72)
O (-5.37, -4.05, -2.21)
C (-4.67, -3.17, -1.44)
C (-4.06, -3.55, -0.27)
C (-3.35, -2.63, 0.48)
N (-3.13, -1.35, 0.06)
C (-3.84, -0.99, -1.03)
C (-4.62, -1.84, -1.78)
C (-3.74, 0.47, -1.33)
O (-4.42, 0.98, -2.22)
O (-2.89, 1.04, -0.58)
C (-3.09, -3.10, 1.90)
O (-3.07, -4.33, 2.08)
O (-3.08, -2.19, 2.76)
H (-5.25, -4.93, -1.83)
H (-4.16, -4.55, 0.14)
H (-5.15, -1.45, -2.64)
C (5.31, -0.36, 1.70)
O (4.10, -0.09, 1.01)
C (4.01, 1.14, 0.44)
O (4.91, 1.94, 0.55)
C (2.76, 1.28, -0.32)
C (2.70, 2.27, -1.23)
As (1.18, 2.37, -2.46)
C (1.19, 4.30, -2.87)
C (-0.05, 2.09, -0.99)
C (-0.24, 0.66, -0.72)
As (1.39, -0.15, 0.11)
C (2.00, -1.14, -1.55)
C (-0.78, -0.12, -1.81)
O (-0.97, -1.34, -1.79)
O (-1.10, 0.61, -2.91)
C (-1.81, -0.03, -3.97)
C (-0.33, 3.28, -0.19)
O (0.40, 4.26, -0.17)
O (-1.57, 3.33, 0.32)
C (-1.99, 4.57, 0.88)
C (3.86, 3.15, -1.58)
O (3.94, 4.32, -1.35)
O (4.83, 2.60, -2.39)
C (4.76, 1.25, -2.83)
H (6.17, -0.03, 1.12)
H (5.34, -1.43, 1.86)
H (5.33, 0.16, 2.66)
H (2.05, 4.52, -3.51)
H (1.24, 4.89, -1.97)
H (0.28, 4.54, -3.43)
H (1.91, -0.53, -2.45)
H (1.37, -2.02, -1.65)
H (3.04, -1.46, -1.41)
H (-1.35, 0.29, -4.90)
H (-2.85, 0.28, -3.94)
H (-1.73, -1.11, -3.86)
H (-3.05, 4.66, 0.65)
H (-1.42, 5.39, 0.43)
H (-1.84, 4.55, 1.96)
H (5.63, 1.11, -3.47)
H (3.85, 1.06, -3.39)
H (4.81, 0.54, -2.00)
C (1.51, -1.30, 3.28)
As (-0.29, -1.93, 2.81)
C (0.38, -3.63, 1.97)
C (-0.82, -2.82, 4.51)
O (-0.72, -1.25, 1.30)
H (1.68, -1.48, 4.35)
H (1.53, -0.23, 3.09)
H (2.28, -1.78, 2.67)
H (1.03, -4.16, 2.68)
H (0.96, -3.31, 1.10)
H (-0.43, -4.28, 1.66)
H (0.09, -3.28, 4.91)
H (-1.56, -3.58, 4.27)
H (-1.22, -2.06, 5.17)
O (-0.09, 1.22, 2.02)
S (-1.19, 1.04, 2.98)
O (-1.34, 2.16, 3.88)
O (-2.47, 0.83, 2.20)
O (-0.93, -0.19, 3.80)

Löwdin atomic charge list, values in e, 2 entries: V 0.880; O 0.063